148
Properties=species:S:1:pos:R:3:forces:R:3:mulliken_charge:R:1 method="wB97M-V/def2-TZVPD" e_homo_ev=-7.43 total_energy_ha=-9277.39505 lumo_ha=-0.0023 fmax_ev_per_a=0.4 e_above_lowest_kcal_mol=0.00
C -1.6510 -4.7823 -2.7590 0.064 -0.034 0.095 -0.47
H 1.4544 6.0908 -0.9092 -0.033 0.015 -0.019 0.44
H -0.5477 -0.6563 2.9739 -0.022 0.039 -0.006 -0.08
H -7.6617 2.3737 0.8371 -0.015 -0.005 -0.005 0.42
C -0.1128 6.0377 6.1765 0.005 0.018 0.019 -0.50
H 0.9194 -4.6079 -3.8485 0.001 0.018 0.013 0.52
H -2.1499 2.5456 5.3429 -0.009 0.031 -0.006 0.47
S -0.1273 0.3436 -5.8864 -0.047 0.124 -0.034 1.15
C -3.5341 1.8968 -2.3168 0.036 0.015 0.015 0.57
H -1.2574 3.8853 -2.7440 0.021 -0.005 -0.032 0.23
C -0.4635 3.1787 -2.4710 -0.047 -0.001 -0.036 0.12
H -1.4880 3.5334 0.7169 -0.045 0.022 0.023 -0.01
C -1.2016 -6.0762 -2.4927 0.033 0.001 -0.004 0.08
C 3.8849 -4.1573 -2.3465 0.008 0.004 0.006 0.33
H 0.1235 -2.4340 1.1915 0.053 0.040 -0.031 -0.07
C -3.4341 -0.5203 4.7304 -0.023 -0.031 -0.008 -0.98
H -5.2533 3.8140 -4.5416 -0.006 0.009 -0.002 0.41
C -1.7264 -7.1678 -3.1636 -0.010 -0.009 -0.025 -0.76
C 0.0556 4.9278 4.0547 -0.011 0.014 -0.017 -0.17
H 1.5647 1.3817 5.6276 0.035 0.016 -0.045 0.57
O -0.4819 1.6775 -6.2828 -0.004 -0.027 0.017 -0.69
As 0.3255 2.1146 3.5514 -0.029 -0.009 -0.067 1.43
H 5.0316 -5.8167 3.9176 0.011 -0.005 -0.004 0.39
C -1.1939 1.0394 4.1422 0.061 0.072 0.065 0.34
C 3.8376 1.5416 1.7294 -0.091 0.020 -0.005 0.06
H -0.4247 -6.2375 -1.7538 0.004 0.001 0.004 0.49
H 4.9404 -1.5932 1.1008 -0.007 0.008 0.027 0.22
C 3.7345 -0.1955 -7.0879 -0.043 0.008 -0.021 -0.54
C 4.8535 2.2564 1.1121 0.006 0.047 -0.010 -0.97
C -6.6295 2.4551 1.1522 -0.024 0.006 -0.008 -0.69
C -3.3036 0.7992 -3.1433 0.040 -0.083 -0.020 -0.26
C -1.3152 -0.2515 3.6295 -0.048 -0.046 -0.086 0.19
H 1.9210 0.1320 -8.2196 -0.006 0.009 -0.017 0.48
H 0.0928 4.9806 2.9715 -0.012 -0.006 0.015 0.07
H -0.7861 2.1950 -2.8052 -0.016 -0.082 -0.051 -0.50
C -0.8006 -3.6866 2.6333 -0.025 -0.080 -0.036 -0.81
H -0.2078 6.9461 6.7568 -0.005 0.006 0.006 0.38
H -2.0187 -0.3844 -0.6962 0.032 0.007 -0.038 0.16
H 1.8355 -3.7700 1.9610 0.104 -0.012 0.035 0.58
H 0.1349 2.6917 6.5946 -0.007 0.011 -0.011 0.26
H -0.2359 5.8927 -1.3085 -0.022 -0.026 -0.003 0.30
H -1.3861 -8.1758 -2.9718 0.006 -0.025 0.005 0.44
H 2.9565 -5.8640 2.5726 -0.011 -0.013 -0.002 0.49
C 3.3770 -4.9203 2.8944 -0.026 0.030 -0.006 -1.25
H -0.2935 -3.2452 3.4818 0.016 -0.001 0.019 0.80
C 3.5166 -0.2664 -4.6777 -0.020 0.022 0.008 -0.79
H -1.9830 0.2822 0.9343 -0.033 -0.037 0.022 -0.27
C 2.1483 -3.2641 -1.0005 -0.017 -0.004 0.010 0.59
H -0.0718 4.7577 7.8984 0.002 0.001 0.013 0.39
Sb -0.8604 -3.0836 -1.7344 -0.054 0.143 -0.164 1.38
C 1.7994 1.2699 4.5666 0.014 0.064 0.062 -1.39
C 2.3695 0.0249 -7.2418 0.038 -0.034 0.024 -0.80
C 1.6116 0.0908 -6.0925 0.037 -0.030 -0.063 0.36
H 3.0142 -0.4692 4.8556 -0.025 0.012 -0.031 0.71
H 1.6807 3.6339 -0.5711 -0.030 0.013 -0.003 0.52
N -0.1054 0.2470 -4.2323 -0.187 0.170 0.106 -0.16
C 5.8938 1.5894 0.4829 0.002 -0.003 0.012 -0.58
H -4.4486 3.8470 -2.2245 0.000 0.019 0.016 0.47
H 1.6473 2.9529 -2.7742 -0.005 0.007 -0.021 0.12
H 4.8256 3.3391 1.1167 -0.004 0.002 -0.010 0.46
C -4.2685 2.3175 0.6184 0.075 -0.027 0.032 0.60
C 1.0945 0.0787 -3.7885 -0.152 -0.349 0.039 0.48
C 3.8583 0.1487 1.7513 -0.072 -0.015 0.048 0.26
C 2.7462 -3.7303 2.5466 -0.028 -0.023 -0.044 -0.22
H -2.0518 4.3979 -0.7107 -0.029 0.013 -0.034 0.52
C -3.7657 0.7768 -4.4527 0.074 0.036 -0.016 -0.27
C 0.1347 3.6908 4.6861 -0.001 -0.010 -0.045 0.36
H -3.9502 -5.5575 -5.1541 -0.022 0.003 -0.017 0.46
C -2.4270 -1.0272 3.9222 -0.023 -0.001 0.028 -0.32
H 2.1625 5.3100 -3.0059 0.019 -0.034 0.025 0.38
C 0.7376 5.3987 -1.3555 0.048 0.034 0.043 -0.90
O -0.8704 -0.7597 -6.4223 -0.009 0.012 0.025 -0.69
H 2.6660 1.9041 4.3631 -0.010 -0.057 0.024 0.55
H -4.7591 3.1447 3.8832 0.012 0.003 0.026 0.46
C -1.2042 -3.8445 0.2442 -0.037 0.019 -0.010 -0.42
C 1.6316 -4.2951 -3.0927 -0.055 -0.058 -0.055 -0.25
C -1.6532 3.4379 -0.3631 -0.007 -0.069 0.088 -0.58
C -3.9886 2.6456 1.9478 0.029 -0.003 0.034 0.05
H 6.6818 2.1459 -0.0069 0.012 0.010 -0.003 0.39
C 1.1954 -3.6616 -1.9340 -0.027 0.019 -0.005 -0.72
C 0.7059 4.1296 -0.5212 0.033 -0.015 -0.011 0.04
C 5.9121 0.2030 0.4797 0.035 -0.005 -0.008 -0.95
C 1.1160 5.0703 -2.8130 -0.043 0.034 -0.048 -0.88
C -1.8051 0.5171 -0.1216 -0.082 0.032 -0.057 -0.18
H 1.8550 -2.7167 -0.1144 -0.027 0.024 0.073 0.12
C 4.5390 -4.8925 3.6450 0.023 -0.027 0.019 -0.58
C -2.4108 -5.2751 1.7831 0.014 -0.009 0.007 -0.93
H 1.3054 -0.8203 4.6904 0.023 -0.003 -0.023 0.45
C 2.9792 -4.5480 -3.3103 0.063 0.000 0.010 -1.02
H 3.9424 -0.3783 -3.6895 0.011 0.001 0.011 0.67
C 4.9043 -0.5107 1.1113 0.006 -0.030 -0.016 -0.59
C -0.0685 6.0981 4.7937 0.003 -0.005 -0.034 -0.71
C -4.2483 2.9782 -2.8440 -0.001 0.028 0.048 0.00
C -6.3282 2.7959 2.4616 -0.023 0.016 0.027 -0.66
H -5.8606 1.9595 -0.7788 -0.003 -0.007 -0.015 0.33
H -3.0047 -3.6083 -3.9466 0.009 0.013 0.002 0.45
H -3.1329 -6.0542 1.9842 -0.019 -0.014 0.004 0.50
C -0.5644 -3.2589 1.3346 -0.111 0.055 -0.022 0.83
H 5.9846 -3.6480 4.6322 0.007 -0.003 0.011 0.41
C -5.0028 2.8891 2.8605 0.000 -0.010 -0.002 -0.68
C 3.4976 -3.5179 -1.1858 0.014 -0.042 -0.044 -0.78
H 0.5119 4.3312 0.5336 0.010 0.013 -0.011 -0.41
N -0.3365 3.1689 -0.9837 0.100 0.044 0.025 1.03
C 3.2712 -2.5063 2.9451 0.010 0.011 0.045 -0.02
S 1.5316 -0.1083 -2.1418 0.189 0.305 0.173 -0.19
C -4.7088 2.9646 -4.1492 -0.029 -0.008 -0.036 -0.94
C 4.4430 -2.4913 3.7022 0.012 0.027 0.003 -0.45
C -3.1841 -5.6836 -4.4025 0.011 -0.054 -0.006 -0.54
H 4.3661 -0.2582 -7.9638 0.012 0.000 -0.012 0.41
C 0.0891 3.6435 6.0779 0.014 -0.020 0.026 -0.25
C -2.1445 -4.8413 0.4912 0.055 -0.116 0.032 -0.39
C 0.8367 3.5984 -3.1265 0.018 -0.063 -0.026 -0.51
C -3.3234 0.7619 5.2414 -0.008 0.034 0.025 -0.74
H 4.8788 -1.5466 4.0086 -0.004 -0.005 -0.010 0.41
C 4.2977 -0.3419 -5.8238 0.010 -0.010 -0.003 -0.84
F -3.2201 -8.0019 -4.7701 -0.016 -0.009 -0.003 -0.35
C -2.7105 -6.9442 -4.1087 -0.002 -0.004 -0.013 0.33
H -3.5455 -0.0699 -5.0888 0.009 -0.044 -0.015 0.46
H -2.9602 2.6985 2.2929 0.018 0.010 0.003 0.00
C -2.2140 1.5418 4.9445 0.016 -0.039 0.034 -0.79
C 2.1595 -0.0436 -4.8323 0.028 0.015 0.017 0.04
H 3.3273 -5.0387 -4.2084 0.012 -0.011 -0.021 0.49
C 5.0729 -3.6744 4.0494 0.013 0.009 0.003 -0.89
C -1.7214 -4.6960 2.8280 0.007 0.006 0.035 0.18
H 6.7145 -0.3292 -0.0153 0.003 -0.003 -0.004 0.45
H -2.6710 -5.3112 -0.3303 -0.023 0.021 -0.001 0.45
F -1.9701 -5.1165 4.0860 0.005 0.007 0.005 -0.39
H -4.8076 1.8522 -5.9832 -0.010 0.003 -0.006 0.38
H -4.3058 -1.1214 4.9530 -0.003 -0.011 0.002 0.43
C -4.4646 1.8605 -4.9568 -0.025 0.020 -0.027 -0.66
Si -2.8627 1.9713 -0.5772 0.029 0.007 0.001 -0.23
H -7.1239 2.9855 3.1708 -0.003 -0.001 0.004 0.38
H 4.2383 -3.2164 -0.4578 0.009 -0.010 0.007 0.52
H 0.7518 3.4374 -4.2008 -0.001 -0.022 -0.048 0.40
C -0.0341 4.8083 6.8180 -0.002 0.006 0.024 -0.78
Sn 0.3205 1.0813 -0.1151 0.161 -0.130 0.049 0.92
C -2.6431 -4.6039 -3.7161 -0.033 0.069 -0.042 -0.73
H -2.5084 -2.0234 3.5093 -0.038 0.019 -0.002 0.39
H 0.5232 5.6899 -3.4889 0.033 0.028 -0.003 0.35
H -4.1085 1.1636 5.8691 -0.015 0.014 0.005 0.41
C -5.6085 2.2209 0.2420 -0.019 -0.003 -0.050 -0.44
C 2.1142 -0.1944 4.3009 0.071 -0.068 0.043 -1.23
H 5.3612 -0.5185 -5.7344 0.012 -0.004 0.003 0.43
H -2.7268 -0.0437 -2.7805 0.015 -0.016 -0.007 0.08
H 3.0112 2.0836 2.1725 -0.014 -0.009 -0.003 0.26
F 5.1983 -4.3997 -2.5494 0.003 0.002 0.004 -0.38
H -0.1296 7.0528 4.2878 0.001 0.007 -0.003 0.42
As 2.3352 -0.8637 2.4434 0.022 0.001 -0.022 1.87